{"formula": "C36H27MnN3O3", "method": "ωB97M-V/def2-TZVPD", "relative_energy_kj_mol": 0.00, "gap_ha": [0.2427, 0.2544], "spin_multiplicity": 5, "total_charge": -1, "elements": ["Mn", "O", "C", "C", "C", "C", "C", "C", "C", "O", "N", "N", "C", "C", "C", "C", "C", "C", "C", "O", "H", "H", "H", "H", "H", "H", "H", "H", "H", "H", "C", "C", "C", "C", "C", "C", "C", "C", "C", "C", "C", "C", "C", "C", "C", "N", "H", "H", "H", "H", "H", "H", "H", "H", "H", "H", "C", "C", "C", "C", "C", "C", "C", "H", "H", "H", "H", "H", "H", "H"], "positions_angstrom": [[0.0312, 0.4070, 0.1869], [4.0644, -2.0022, 3.0185], [2.9753, -2.2578, 3.7603], [3.1127, -3.1238, 4.8468], [2.0241, -3.4353, 5.6385], [0.7731, -2.8891, 5.3660], [0.6358, -2.0298, 4.2909], [1.7174, -1.6978, 3.4780], [1.5017, -0.7589, 2.3447], [0.3377, -0.2560, 2.1768], [2.5529, -0.5140, 1.5809], [2.2041, 0.3950, 0.6022], [3.1004, 1.1562, 0.1179], [2.7436, 2.3081, -0.6905], [3.7399, 2.9234, -1.4577], [3.5076, 4.0792, -2.1714], [2.2385, 4.6632, -2.0883], [1.2468, 4.1009, -1.3204], [1.4404, 2.8938, -0.5993], [0.4665, 2.4090, 0.1014], [3.7696, -1.3808, 2.2942], [4.0917, -3.5427, 5.0416], [2.1508, -4.1125, 6.4752], [-0.0812, -3.1342, 5.9836], [-0.3215, -1.5897, 4.0442], [4.1496, 1.0005, 0.3836], [4.7221, 2.4606, -1.4817], [4.2879, 4.5288, -2.7715], [2.0307, 5.5758, -2.6367], [0.2639, 4.5516, -1.2560], [0.2612, 0.8560, -4.1332], [-1.0495, 1.1962, -4.4513], [-2.0019, 1.2491, -3.4503], [-1.6500, 0.9617, -2.1260], [-0.3326, 0.6146, -1.7976], [0.6084, 0.5716, -2.8231], [-2.6483, 1.0210, -1.0389], [-4.0444, 1.1352, -1.3026], [-4.9277, 1.1819, -0.2746], [-4.4625, 1.1174, 1.0593], [-5.3185, 1.1654, 2.1816], [-4.8025, 1.0935, 3.4444], [-3.4098, 0.9693, 3.6320], [-2.5571, 0.9187, 2.5646], [-3.0717, 0.9926, 1.2486], [-2.2024, 0.9451, 0.1981], [1.0125, 0.8124, -4.9135], [-1.3231, 1.4261, -5.4739], [-3.0121, 1.5399, -3.7113], [1.6350, 0.2993, -2.5975], [-4.3936, 1.1666, -2.3231], [-5.9932, 1.2616, -0.4606], [-6.3865, 1.2602, 2.0209], [-5.4579, 1.1319, 4.3053], [-3.0114, 0.9113, 4.6371], [-1.4890, 0.8081, 2.6983], [-0.2999, -1.6743, -0.2321], [0.0784, -2.2829, -1.5179], [1.4058, -2.6539, -1.7628], [1.7976, -3.1629, -2.9911], [0.8733, -3.3222, -4.0159], [-0.4512, -2.9703, -3.7865], [-0.8406, -2.4629, -2.5579], [0.2663, -2.1140, 0.5884], [-1.3688, -1.7670, -0.0208], [2.1369, -2.5183, -0.9719], [2.8351, -3.4342, -3.1509], [1.1792, -3.7138, -4.9784], [-1.1866, -3.0841, -4.5750], [-1.8743, -2.1744, -2.3982]]}

***

{"formula": "C10H10BF2IrN2O5S", "method": "ωB97M-V/def2-TZVPD", "relative_energy_kj_mol": 0.00, "gap_ha": [0.3392, 0.2524], "spin_multiplicity": 2, "total_charge": 1, "elements": ["Ir", "N", "C", "C", "C", "O", "O", "H", "H", "H", "H", "H", "H", "F", "B", "F", "O", "C", "N", "S", "O", "O", "C", "C", "C", "C", "C", "C", "H", "H", "H", "H"], "positions_angstrom": [[0.2308, -0.1547, 1.3153], [-1.6525, -0.3061, 2.1366], [-1.6894, -0.9675, 3.4754], [-1.1160, -2.3666, 3.3790], [0.3773, -2.4560, 3.1232], [1.0284, -3.4138, 3.3844], [0.9883, -1.3321, 2.6193], [-2.0481, 0.6306, 2.2157], [-2.2615, -0.8092, 1.4878], [-2.7211, -0.9973, 3.8253], [-1.1164, -0.3416, 4.1576], [-1.6176, -2.9357, 2.5891], [-1.3051, -2.9152, 4.3008], [1.9884, 1.9910, 2.2815], [0.8129, 1.4623, 2.4270], [-0.0793, 1.9631, 3.2563], [1.9156, 0.1385, 0.0339], [1.1330, 0.6244, -0.8297], [-0.0948, 0.9207, -0.3364], [-1.2592, 0.9876, -1.5612], [-1.9220, 2.2438, -1.5299], [-2.0043, -0.2312, -1.4551], [-0.0230, 0.9245, -2.8297], [-0.2192, 1.0330, -4.1872], [0.9097, 0.9310, -4.9974], [2.1765, 0.7260, -4.4587], [2.3616, 0.6157, -3.0870], [1.2431, 0.7273, -2.2792], [-1.2027, 1.1861, -4.6095], [0.7959, 1.0101, -6.0700], [3.0290, 0.6522, -5.1194], [3.3418, 0.4593, -2.6578]]}

***

{"formula": "C2H2FLi2OV", "method": "ωB97M-V/def2-TZVPD", "gap_ha": [0.2064, 0.2104], "spin_multiplicity": 4, "total_charge": 1, "elements": ["C", "C", "O", "H", "F", "H", "Li", "V", "Li"], "positions_angstrom": [[0.3452, 1.0376, 0.0179], [1.3722, 0.1981, 0.2178], [-0.9200, 0.5034, -0.2324], [0.3472, 2.1390, 0.0445], [-0.7063, -3.0749, -0.2475], [2.3081, 0.7376, 0.4220], [-0.0029, -1.7049, -1.0521], [-2.4888, 1.1788, -0.5189], [-0.2548, -1.0148, 1.3486]]}

***

{"formula": "C16H19N3O2", "method": "ωB97M-V/def2-TZVPD", "relative_energy_kj_mol": 327.30, "smiles": "CN(C)/C=C/[C@H](c1ccccc1)n1c(=O)ccn(C)c1=O", "gap_ha": 0.2923, "spin_multiplicity": 1, "elements": ["C", "N", "C", "C", "C", "C", "C", "C", "C", "C", "C", "C", "H", "H", "H", "H", "H", "H", "H", "H", "H", "H", "H", "H", "H", "H", "C", "N", "C", "O", "N", "C", "O", "C", "C", "H", "H", "H", "H", "H"], "positions_angstrom": [[1.7004, 4.6415, 1.7406], [0.5797, 3.7272, 1.7404], [-0.6122, 4.1868, 1.0503], [0.7265, 2.5647, 2.3813], [-0.2753, 1.5989, 2.5425], [-0.0657, 0.3190, 3.1803], [-1.0940, -0.7372, 2.9322], [-1.0213, -1.9700, 3.6144], [-2.0474, -2.9097, 3.4519], [-3.0952, -2.6432, 2.5571], [-3.1313, -1.4599, 1.8168], [-2.1371, -0.5026, 2.0020], [1.3267, 5.6426, 1.5249], [2.1575, 4.5948, 2.7341], [2.4593, 4.3643, 0.9966], [-0.4323, 5.2458, 0.8473], [-0.8123, 3.7293, 0.0710], [-1.5248, 4.1058, 1.6502], [1.7995, 2.3645, 2.6165], [-1.3223, 1.7954, 2.2109], [0.9857, -0.0972, 3.0409], [-0.1158, -2.2246, 4.2008], [-1.9837, -3.8454, 4.0059], [-3.9070, -3.3430, 2.4359], [-3.8854, -1.2515, 1.0566], [-2.0926, 0.3613, 1.3169], [3.5377, -0.8637, 6.6026], [2.1870, -0.3574, 6.2166], [1.8080, -0.3764, 4.8869], [2.6479, -0.6618, 4.0033], [0.4277, -0.0893, 4.7053], [-0.2989, 0.7003, 5.5722], [-1.3151, 1.3163, 5.1523], [0.1410, 0.7496, 6.9178], [1.3766, 0.2339, 7.1558], [3.5509, -0.7249, 7.7177], [3.6584, -1.9516, 6.3161], [4.3478, -0.2687, 6.0908], [-0.4711, 1.2387, 7.6493], [1.8627, 0.2617, 8.1320]]}

***

{"formula": "C6H12ClO9Zr", "method": "ωB97M-V/def2-TZVPD", "gap_ha": 0.2629, "spin_multiplicity": 1, "total_charge": 1, "elements": ["Zr", "C", "C", "C", "O", "C", "C", "C", "O", "O", "O", "H", "H", "Cl", "O", "H", "H", "O", "H", "H", "O", "H", "H", "O", "H", "H", "O", "H", "H"], "positions_angstrom": [[0.8365, -0.7025, -1.0362], [-2.1412, 0.0070, 2.0968], [-1.2373, 0.0869, 1.1142], [-0.4011, 1.3110, 0.9116], [0.5572, 1.1139, -0.0022], [-0.5707, 2.3999, 1.6245], [-1.6075, 2.4397, 2.6662], [-2.3740, 1.1451, 2.9749], [-3.0639, 1.0947, 3.9552], [-1.8407, 3.4310, 3.2990], [-0.8795, -0.8798, 0.2767], [-2.7047, -0.9074, 2.2325], [-0.0393, 3.3198, 1.4213], [1.7349, -1.8585, -3.2300], [0.3508, 0.8345, -2.6399], [-0.3940, 1.4326, -2.5053], [0.7589, 1.0609, -3.4825], [0.5867, -2.8512, -0.5908], [0.6589, -3.3481, 0.2297], [0.4501, -3.4919, -1.3014], [2.7193, 0.4281, -1.3305], [2.7804, 1.3541, -1.5900], [3.4981, -0.0174, -1.6902], [-1.0126, -1.3191, -2.1498], [-1.2058, -1.1269, -3.0732], [-1.8275, -1.5952, -1.7131], [2.0106, -1.0833, 0.8120], [2.2173, -1.9057, 1.2672], [2.1403, -0.3720, 1.4534]]}